Entry A
Here is CH2ClNOS2 in the gas phase from OMol25. Energies are from wB97M-V/def2-TZVPD.

Values from the calculation:
HOMO-LUMO gap ... 0.3018 Eh
E_HOMO ... -9.4385 eV

```
! RIJCOSX wB97M-V def2-TZVPD def2/J DEFGRID3
* xyz 0 1
C 1.0992 0.3971 0.3569
N 0.2604 -0.4068 0.8677
O 1.1187 0.8781 -0.8550
S -1.6198 -2.4569 0.0643
S -1.3515 -0.6563 0.7398
Cl -1.8929 0.8303 -0.8684
H 2.1300 0.6196 0.9955
H 0.2560 0.7950 -1.3008
*
```


Entry B
Here is CH2ClNOS2 in the gas phase from OMol25. Energies are from wB97M-V/def2-TZVPD.

Values from the calculation:
HOMO-LUMO gap ... 0.3139 Eh
E_HOMO ... -8.9868 eV

```
! RIJCOSX wB97M-V def2-TZVPD def2/J DEFGRID3
* xyz 0 1
C 1.2162 0.1991 0.1372
N 0.3906 -0.4878 -0.5120
O 0.9340 1.3060 0.8029
S -2.1006 -0.2695 0.9760
S -1.2589 -0.3088 -0.7164
Cl -1.5145 -2.0815 -1.7241
H 2.2456 -0.2087 0.3022
H 0.0876 1.8512 0.7342
*
```


Ordering by calculated energy gives the sequence entry A, entry B, with the first entry being the most stable.


Entry A
Here is C4H5FS2 in the gas phase from OMol25. Energies are from wB97M-V/def2-TZVPD.

Values from the calculation:
HOMO-LUMO gap ... 0.2661 Eh
SMILES ... C[C@@H](F)C(=S)C=S
E_HOMO ... -9.1044 eV

```
! RIJCOSX wB97M-V def2-TZVPD def2/J DEFGRID3
* xyz 0 1
C 2.0128 -1.3518 -0.5002
C 0.5986 -0.9078 -0.2589
C 0.2642 0.4546 0.0426
C -1.2502 0.8870 0.0429
H 2.1378 -1.2278 -1.6324
H 2.6830 -0.5368 0.0338
H 2.3355 -2.4499 -0.4119
H -0.0874 -1.3950 -0.9157
H -1.6076 2.0486 0.3018
F 0.1283 -1.5474 0.9655
S 1.4412 1.5512 0.0943
S -2.4642 -0.1140 -0.2207
*
```


Entry B
Here is C4H5FS2 in the gas phase from OMol25. Energies are from wB97M-V/def2-TZVPD.

Values from the calculation:
HOMO-LUMO gap ... 0.3155 Eh
SMILES ... C=CSC(=S)CF
E_HOMO ... -8.9498 eV

```
! RIJCOSX wB97M-V def2-TZVPD def2/J DEFGRID3
* xyz 0 1
C -2.0910 -0.2637 0.0701
C -0.6926 0.3231 0.0040
C 2.0144 0.0304 -0.2595
C 3.1457 -0.4089 0.2761
H -2.5915 0.1074 0.9693
H -2.6609 0.0924 -0.7999
H 1.9422 0.9299 -0.8392
H 3.1792 -1.2893 0.8709
H 4.0552 0.1267 0.1177
F -2.0825 -1.6314 0.0495
S -0.4909 1.9444 0.0489
S 0.5258 -0.9051 -0.1307
*
```


Ordering by calculated energy gives the sequence entry B, entry A, with the first entry being the most stable.